Computed, not measured: a structure of composition C24H66As3F27N5O7P, with ωB97M-V with the def2-TZVPD basis set.

Structure (XYZ):
```
133
Properties=species:S:1:pos:R:3:forces:R:3:lowdin_charge:R:1
C -0.504227 -0.075099 -5.667029 -0.8584 -1.0686 0.8535 -0.0086
C -0.645974 -1.197923 -4.637019 2.0115 -0.2694 -0.2875 -0.2433
C -0.863129 -2.583992 -5.219623 0.8013 0.4502 -1.3432 -0.1525
O 0.227036 -2.842110 -6.138381 -0.6497 0.3358 0.6011 -0.2087
C 0.633082 -4.198488 -6.395317 -0.8951 -0.1975 0.1593 -0.0696
N 0.712092 -1.292633 -3.877757 -1.2106 1.2053 -1.0534 0.2345
H 0.555388 -1.906863 -3.111382 -0.0399 -0.6121 1.3387 0.0838
H 1.405395 -1.718906 -4.465408 0.4611 0.0029 -0.6634 0.1523
H 0.957235 -0.342374 -3.567094 0.2217 -0.2909 -0.0498 0.1118
H 0.399529 -0.251395 -6.189862 0.9348 0.0243 -0.6625 0.0793
H -0.506474 0.897435 -5.221137 -0.0478 0.3988 0.2543 0.0501
H -1.311381 -0.185440 -6.364626 -0.4997 0.1674 -0.4447 0.0904
H -1.314057 -1.036369 -3.822913 -0.9191 0.3845 0.3292 0.1236
H -1.865390 -2.669299 -5.642997 0.0697 0.1115 -0.4876 0.1406
H -0.810101 -3.280121 -4.443692 0.0021 -1.2774 1.3547 0.0779
H 1.655790 -4.072854 -6.743734 0.1751 -0.4205 0.3529 0.0817
H 0.069510 -4.585293 -7.273411 0.0854 0.0040 0.7017 0.0889
H 0.517165 -4.898281 -5.494005 0.3023 1.0929 -1.1932 0.1115
C 3.658299 3.264134 -1.229838 -0.1035 0.2630 -0.8247 -0.0341
C 4.313272 1.987760 -1.750607 1.1267 -0.0476 1.3852 -0.4329
C 5.021674 1.126660 -0.680153 0.8065 0.8640 1.0055 -0.1504
O 5.428249 -0.152074 -1.252883 -0.7616 2.9024 -0.2810 -0.1852
C 5.875770 -1.123374 -0.375250 -0.1991 -0.2016 0.9243 -0.1234
N 3.240638 1.245198 -2.290168 -2.0024 -0.9836 0.4182 0.0385
H 3.496400 0.350861 -2.687029 0.5533 -0.0731 -0.0411 0.1084
H 2.708632 0.996921 -1.439897 -0.3942 -0.0390 -0.8141 0.1063
H 2.273805 1.890846 -3.433041 -0.3812 -1.5218 -0.5434 0.0830
H 3.266002 3.784676 -2.135640 0.3733 -0.0848 0.7857 0.0757
H 4.288376 3.924871 -0.648634 0.3130 0.0696 -0.0051 0.0814
H 2.785902 3.019293 -0.636175 -0.1863 -0.1227 0.3024 0.0804
H 4.985660 2.243478 -2.531969 0.8966 0.1870 -0.7496 0.1253
H 4.296175 1.031636 0.167464 0.3266 -0.5773 -0.5444 0.1170
H 5.867459 1.739065 -0.188075 -0.6684 -1.1490 -0.9652 0.1513
H 5.821164 -2.016226 -0.958025 0.2471 -0.8964 -0.0918 0.0823
H 5.227600 -1.208481 0.490075 -0.2813 -0.1226 0.1461 0.0612
H 6.875646 -0.977678 0.027710 0.3794 0.2525 -0.2636 0.0894
C -6.669496 2.425862 0.060344 1.7264 0.5905 -0.3754 -0.0090
C -5.538371 1.365062 0.014207 -1.4788 -0.6038 1.1795 -0.3285
C -5.462533 0.597564 -1.243704 1.8040 -1.8634 -1.6232 -0.1956
O -4.733008 1.339623 -2.252610 -0.2285 -1.1468 -0.7512 -0.1939
C -4.420494 0.561003 -3.459079 0.6923 -0.7552 0.1840 -0.0825
N -4.200805 1.977504 0.256090 -1.1985 0.1908 -1.1357 0.2423
H -4.088856 2.235021 1.208317 0.0685 0.5950 1.2610 0.0728
H -3.400853 1.372952 0.037297 0.0053 0.0204 -0.3227 0.1163
H -4.258076 2.806100 -0.334020 0.9463 0.0676 -0.0237 0.1685
H -6.352846 3.283126 -0.561689 -0.1274 -0.1046 0.3069 0.0977
H -6.843151 2.759519 1.067761 0.0357 0.2084 0.3842 0.0643
H -7.601437 2.121638 -0.364425 -0.4264 -0.7591 -0.2429 0.0773
H -5.721362 0.582640 0.783723 0.1893 0.7792 -0.1296 0.1559
H -6.460090 0.297511 -1.575754 0.0399 0.0714 -0.0844 0.1349
H -4.867666 -0.360713 -1.009632 -0.7625 1.1117 -0.5307 0.1547
H -4.216880 -0.530235 -3.260969 -1.1400 0.7585 0.3348 0.0951
H -3.398497 0.749070 -3.850575 -0.6459 1.1311 0.4086 0.0666
H -5.161450 0.706051 -4.284321 0.4217 -0.1249 0.9333 0.0965
C -1.186308 -1.796298 2.560290 3.1490 1.7074 0.2733 -0.0200
C 0.101442 -2.527250 2.967747 0.2876 -2.5586 -0.3549 -0.2578
C -0.153037 -4.067727 3.129330 -0.3225 -0.4003 0.5160 -0.1865
O 1.003477 -4.841877 3.416611 -0.1302 0.0626 -0.4657 -0.1937
C 0.720393 -6.253764 3.596222 -0.9551 1.0708 0.1374 -0.0698
N 1.097411 -2.439311 1.818384 0.0435 0.1475 1.7880 0.2386
H 1.166922 -1.448078 1.667316 0.6570 0.7269 -0.8202 0.0947
H 2.008438 -2.853387 2.051318 -0.1308 0.4004 0.3256 0.1586
H 0.794604 -2.945541 1.003906 -0.5460 -0.1570 -0.8928 0.0986
H -1.472556 -2.040910 1.559188 -0.4978 -0.1155 -0.3980 0.0730
H -0.930545 -0.704756 2.658972 -0.4535 -0.9164 -0.7885 0.0708
H -1.886229 -1.952803 3.305442 -1.8448 -0.7227 1.1730 0.0672
H 0.594165 -2.104727 3.870771 -0.2486 -0.3674 -0.7241 0.1413
H -0.669692 -4.524081 2.265724 0.1619 0.6088 -0.1744 0.1259
H -0.817609 -4.234449 3.966662 -0.5931 0.3709 0.3977 0.1209
H 0.177614 -6.434924 4.553331 -0.1717 0.2856 -0.7439 0.0965
H 1.678171 -6.646247 3.772906 1.2451 -0.8537 -0.1532 0.0654
H 0.217492 -6.741603 2.718773 0.3968 0.6277 0.7209 0.1089
C 0.618737 2.525300 5.809316 -0.0014 0.1324 -0.1586 -0.0235
C -0.081660 1.195473 5.997263 0.5227 0.3238 1.4149 -0.3355
C -1.139698 1.273724 7.100345 -0.0130 0.5757 -0.4712 -0.2259
O -1.569671 -0.027843 7.264317 -1.3574 -1.6776 -0.0343 -0.2206
C -2.406249 -0.390628 8.392118 1.2348 2.8044 1.0564 -0.0560
N -0.575798 0.677791 4.713751 0.1513 0.1613 -1.3057 0.2033
H 0.307204 0.333644 4.243656 -0.9232 -0.1203 -0.0282 0.1125
H -1.336174 0.005632 4.796193 0.2889 -0.5425 0.4385 0.1293
H -1.006038 1.360987 4.078784 0.2431 0.4321 0.3140 0.1493
H 1.247665 2.595452 4.918215 0.3547 -0.5002 0.2839 0.0843
H 1.194516 2.744026 6.723637 -0.2028 0.1229 -0.5720 0.1065
H -0.132091 3.283381 5.611625 -0.2625 0.3564 0.4133 0.0864
H 0.613433 0.418514 6.337403 0.0735 0.2377 -0.1364 0.1552
H -1.922688 2.021543 6.844624 0.0807 -0.5755 0.1183 0.1373
H -0.645293 1.609532 8.005029 0.3117 0.3384 0.2859 0.1311
H -3.234711 0.378981 8.533618 0.8731 -0.9694 -0.2643 0.1046
H -1.708485 -0.299752 9.332230 -1.5135 -0.6572 -1.4497 0.1200
H -2.840165 -1.362739 8.202370 0.2679 -0.1542 0.1213 0.0772
As 3.562808 -0.078041 3.651216 -0.7963 -1.2362 1.1567 0.8152
F 3.252843 -1.740231 4.143222 0.5146 0.3822 -0.0533 -0.2623
F 5.270437 -0.133744 3.778579 -0.3552 -0.2723 0.3086 -0.2164
F 3.643390 1.548132 3.152849 -0.2495 0.1594 -0.2682 -0.2195
F 1.742362 -0.012009 3.503707 0.1384 0.2064 -0.5770 -0.3082
F 3.256013 0.386016 5.347243 0.6080 -0.0836 -1.2145 -0.2687
F 3.644166 -0.741117 2.009149 -0.3401 0.7697 0.5496 -0.2660
As -0.029949 -4.701439 -1.477234 -1.3135 -2.2906 0.4318 0.7772
F 1.071638 -5.112798 -2.738592 0.1005 0.2841 -0.0921 -0.2418
F 0.376126 -6.200034 -0.654039 -0.4131 0.8561 -0.3640 -0.2565
F -1.260743 -4.332533 -0.273746 0.9630 0.2574 0.0212 -0.2606
F -0.321618 -3.168439 -2.235314 -0.1922 0.3209 -0.2819 -0.2620
F -1.364798 -5.438233 -2.390422 1.1178 0.4806 0.3202 -0.2694
F 1.244084 -3.904672 -0.561149 -0.2598 0.0629 0.0742 -0.2600
As -4.254343 2.080878 3.933163 -1.7330 1.9811 0.0655 0.8252
F -5.066615 0.627015 3.296498 0.3178 1.1487 0.6566 -0.2625
F -5.423199 2.404809 5.191960 0.8569 -0.6068 -0.7099 -0.2379
F -3.345274 3.571444 4.280563 -0.4322 -1.2577 0.4047 -0.2717
F -3.076245 1.827925 2.682937 0.4709 -0.1886 -0.4386 -0.2645
F -5.251344 3.136383 2.850272 0.7925 -1.2943 0.2364 -0.2810
F -3.283522 1.111539 4.991749 -0.0559 0.0264 0.0855 -0.2342
C 1.379143 2.887280 -4.772517 0.5873 1.2164 1.7309 -0.3183
O 2.507171 3.781987 -4.709135 -1.3887 0.1196 -0.2260 -0.0778
O 1.689198 1.654550 -4.275114 0.7264 0.3965 0.5682 -0.0563
C 0.341136 3.530125 -3.785030 -0.1259 0.8904 -1.7732 -0.5510
F 0.814047 3.720925 -2.562553 -0.3001 -0.7120 0.0722 0.1769
F -0.092357 4.733370 -4.214904 0.3577 0.2942 -0.1695 0.1363
F -0.773830 2.773409 -3.827275 0.2017 -0.4747 0.8771 0.1269
C 3.668791 3.434468 -5.433827 -0.2774 -2.5051 0.3565 -0.2982
C 4.743148 4.395156 -5.201183 1.1799 1.9468 -2.3421 -0.0859
H 4.524347 5.329650 -5.801748 0.4561 -0.7596 0.7671 0.1014
H 4.795102 4.661836 -4.182512 0.2713 0.2705 1.2623 0.0563
H 5.730079 3.981469 -5.565695 -1.0691 0.4456 0.4742 0.1070
H 3.462642 3.320279 -6.504017 -0.1085 -0.1814 0.0903 0.1308
H 4.050815 2.483503 -4.996871 -0.4558 0.0303 -0.6645 0.1207
H 0.903032 2.800679 -5.733949 0.0110 0.1664 -0.7176 0.1597
P -0.775886 0.312634 -0.607592 1.9213 2.3150 -0.0341 0.1004
F -0.499373 1.898263 -0.522064 -0.3941 0.5743 -0.6847 -0.1434
F 0.264462 0.221001 0.621788 1.0427 -1.2574 0.4743 -0.1522
F -1.903646 0.483972 0.482237 -2.0831 0.1151 1.0940 -0.1448
F -1.035841 -1.226987 -0.626491 0.3309 -1.2873 -0.1397 -0.1068
F -1.823787 0.530350 -1.787463 -0.3344 0.0077 -0.6174 -0.1204
F 0.472038 0.199083 -1.667551 -0.3746 -0.4488 0.0714 -0.1549
```
Forces are in eV/Å.

Calculated values
HOMO energy = -9.80 eV
E_LUMO = 0.28 eV
charge = 0
Kohn-Sham gap = 0.370 hartree
energy relative to the best compared isomer or geometry (same formula, charge and spin) = 0.0000 eV